The following is a quantum chemistry calculation of C28H29BN9O6PdS2 as an isolated structure, from the OMol25 dataset.

DFT total energy (a.u.): -2977.6789
Multiplicity: 6
Kohn-Sham gap (alpha / beta) (eV): 9.58 / 6.10
Strongest force on any atom (eV/A): 2.8

Last column: Mulliken spin population.
Geometry (Å):
Pd 0.01661 -0.19437 -0.85531  1.65
C -1.91538 -3.08823 0.43621  -0.01
C -1.38614 -2.12201 1.43188  0.02
C -1.20662 -2.29498 2.81014  0.01
C -0.70602 -1.09355 3.26586  0.01
N -0.60936 -0.25849 2.21919  -0.03
N -1.02921 -0.88171 1.10504  0.17
B -0.11882 1.19041 2.12821  -0.04
N -1.02837 1.93776 1.14097  -0.01
C -2.06818 2.74381 1.41257  0.01
C -2.55126 3.24345 0.22393  0.02
C -1.74402 2.67077 -0.76959  0.01
C -1.78464 2.88036 -2.24009  0.00
N -0.84026 1.89289 -0.18537  0.24
N 1.32604 1.19765 1.56024  -0.04
C 2.47064 1.49116 2.20132  0.00
C 3.49282 1.50421 1.27745  0.02
C 2.88372 1.19386 0.05317  0.01
C 3.48033 1.07683 -1.29849  -0.01
N 1.58634 1.01468 0.26073  0.27
N -0.07014 1.90248 3.45699  0.00
C 0.08632 3.23973 3.61675  0.00
C 0.39181 3.48069 4.93124  0.00
C 0.42626 2.20259 5.52430  0.00
C 0.76318 1.83891 6.92595  0.00
N 0.14975 1.27902 4.62510  0.00
H -2.52595 -3.83888 0.93240  0.00
H -2.51660 -2.56808 -0.30688  0.00
H -1.10441 -3.58546 -0.09923  0.00
H -1.41574 -3.17708 3.38088  0.00
H -0.40905 -0.74968 4.23586  0.00
H -2.40754 2.89938 2.41597  0.00
H -3.36885 3.92009 0.08377  0.00
H -2.80718 3.06055 -2.56625  0.00
H -1.16410 3.73550 -2.51448  0.00
H -1.39185 1.99492 -2.73695  0.00
H 2.49193 1.66436 3.25825  0.00
H 4.52825 1.71233 1.45040  0.00
H 4.40179 1.65174 -1.35938  0.00
H 3.69607 0.03093 -1.51763  0.00
H 2.76523 1.41970 -2.04637  0.00
H -0.00906 3.91285 2.78865  0.00
H 0.56161 4.42594 5.40424  0.00
H 0.36022 2.57043 7.62196  0.00
H 0.36325 0.85438 7.15468  0.00
H 1.84693 1.80969 7.04716  0.00
O -2.07710 -0.14676 -1.68521  0.22
S -1.77640 -1.21324 -2.67379  -0.02
O -2.84330 -2.17775 -2.76273  0.06
O -0.49816 -1.83498 -2.31851  0.16
C -1.80012 -0.31216 -4.22509  0.00
C -3.08866 0.00172 -4.62907  0.00
C -3.29057 0.85129 -5.70237  0.00
C -2.19924 1.36248 -6.38983  0.00
C -0.91048 1.04455 -5.98552  0.00
C -0.72080 0.21327 -4.89411  0.00
S 0.91799 -0.00065 -4.18041  0.01
O 1.27328 -1.39224 -4.19311  0.00
O 1.80151 0.85873 -4.93457  0.02
O 0.65966 0.59945 -2.83902  0.10
H -3.90834 -0.41928 -4.07310  0.00
H -4.29511 1.12195 -5.99055  0.00
H -2.35603 2.00444 -7.24322  0.00
H -0.04277 1.45397 -6.47981  0.00
N 1.42753 -1.73065 -0.24301  1.47
C 1.70548 -2.95462 -0.00573  0.00
C 2.15041 -3.39699 1.29201  0.31
C 2.35526 -4.72379 1.55271  -0.09
C 2.14903 -5.68569 0.56302  0.26
C 1.76848 -5.28620 -0.71925  -0.10
C 1.55774 -3.96897 -1.02471  0.26
H 2.29840 -2.64196 2.04915  0.00
H 2.68306 -5.02464 2.53904  0.00
H 2.28948 -6.73201 0.78607  0.01
H 1.63357 -6.03992 -1.48249  0.00
H 1.22586 -3.62088 -1.99222  0.01